# H16O8Tl

A structure of composition H16O8Tl (ωB97M-V with the def2-TZVPD basis set, the OMol25 dataset).

XYZ file:
```
25
Properties=species:S:1:pos:R:3:lowdin_charge:R:1
Tl 1.21 0.52 -0.25 0.9788
O -0.41 3.14 2.82 0.1117
H -0.35 4.08 2.66 0.0840
H -1.02 3.05 3.55 0.0860
O 4.79 -1.92 0.19 0.1062
H 4.96 -2.85 0.34 0.0840
H 5.50 -1.64 -0.39 0.0843
O -2.01 3.18 -1.21 0.0962
H -2.95 3.19 -1.39 0.0841
H -1.78 4.10 -1.04 0.0794
O -2.47 -0.35 1.62 0.0868
H -3.31 -0.41 1.16 0.0791
H -2.50 -1.05 2.27 0.0779
O 0.74 2.30 -4.09 0.0972
H 0.21 3.01 -4.46 0.0827
H 1.30 2.01 -4.80 0.0840
O -1.72 -1.03 -2.81 0.0791
H -2.32 -1.67 -2.42 0.0718
H -1.83 -1.13 -3.75 0.0834
O 0.02 -3.66 0.02 0.0707
H 0.26 -4.24 0.75 0.0733
H -0.37 -4.25 -0.62 0.0770
O 1.36 -1.24 3.63 0.0852
H 1.47 -0.95 4.54 0.0842
H 1.22 -2.18 3.69 0.0728
```

The calculation puts the HOMO energy at -20.148 eV. Its spin multiplicity is 1. The value obtained for the total energy is -782.57952 Eh. As for the energy relative to the best compared isomer or geometry (same formula, charge and spin): 168.7 kcal/mol. Its net charge is +3.

# H16O8Xe

A structure of composition H16O8Xe (ωB97M-V with the def2-TZVPD basis set, the OMol25 dataset).

XYZ file:
```
25
Properties=species:S:1:pos:R:3:lowdin_charge:R:1
Xe 0.33 -0.14 0.16 0.2288
O -3.47 0.23 -0.89 -0.0646
H -4.30 0.71 -0.88 0.0406
H -2.86 0.81 -1.34 -0.0211
O -1.81 1.11 3.01 -0.0911
H -2.39 0.50 2.56 -0.0295
H -2.07 1.97 2.68 0.0221
O 3.62 -1.73 -1.60 -0.0739
H 3.42 -1.05 -0.96 -0.0429
H 3.03 -1.55 -2.33 0.0215
O 0.34 -3.79 1.15 -0.0809
H 0.12 -4.41 0.46 0.0287
H -0.40 -3.84 1.76 0.0266
O 3.24 2.07 -1.63 -0.0622
H 2.85 2.65 -0.97 0.0238
H 3.71 2.66 -2.22 0.0328
O -1.80 2.19 -2.29 -0.0529
H -1.13 2.75 -1.89 0.0428
H -2.18 2.74 -2.99 0.0499
O -3.24 -1.18 1.85 -0.0574
H -3.13 -1.03 0.91 -0.0013
H -4.17 -1.33 1.97 0.0462
O 4.16 -0.42 0.93 -0.0584
H 4.31 0.50 0.73 0.0312
H 3.83 -0.43 1.83 0.0416
```

The calculation puts the HOMO energy at -10.378 eV. Its spin multiplicity is 1. The value obtained for the total energy is -940.85639 Eh. As for the energy relative to the best compared isomer or geometry (same formula, charge and spin): 13.8 kcal/mol.

# H17O9

A cluster of 9 separate species, H17O9 in total at a distorted geometry (ωB97M-V with the def2-TZVPD basis set, the OMol25 dataset).

XYZ file:
```
26
Properties=species:S:1:pos:R:3:lowdin_charge:R:1
O -1.85 1.15 -2.52 -0.2572
H -0.14 -2.66 2.37 0.0200
H -0.14 -1.02 0.62 0.0658
O -1.11 -3.22 -1.87 -0.0838
H -1.51 -2.30 -2.04 0.0810
O 0.13 3.52 0.01 -0.0894
H 0.38 2.89 -0.65 -0.0136
H -0.73 3.00 0.16 0.0351
O 2.21 0.79 1.03 -0.0861
H -2.34 0.49 -2.76 -0.1317
H 2.31 0.42 0.08 0.1107
O -0.40 -0.45 1.32 0.0395
H -0.95 0.06 0.91 -0.0821
H 1.41 1.20 1.25 -0.0030
O 0.57 0.32 -2.32 -0.1892
H 0.84 1.06 -1.75 -0.0257
H -0.47 0.53 -2.48 -0.0039
O -1.04 -2.40 2.70 -0.1604
H -0.79 -1.42 2.46 0.0089
H -1.11 -3.31 -0.93 -0.0009
O 3.49 -1.07 1.68 -0.0226
H 2.73 -0.73 1.96 -0.0806
H 3.24 -1.99 1.58 0.0406
O -1.83 1.40 -0.05 -0.1533
H -2.12 1.92 0.58 -0.0926
H -1.94 1.60 -1.19 0.0746
```

The calculation puts the HOMO energy at -6.164 eV. Its spin multiplicity is 1. The value obtained for the total energy is -687.30428 Eh. As for the energy relative to the best compared isomer or geometry (same formula, charge and spin): 92.8 kcal/mol. Its net charge is -1.

# H17O9

A cluster of 9 separate species, H17O9 in total at a distorted geometry (ωB97M-V with the def2-TZVPD basis set, the OMol25 dataset).

XYZ file:
```
26
Properties=species:S:1:pos:R:3:lowdin_charge:R:1
O 0.43 2.83 1.52 -0.1393
H 1.64 0.28 1.66 0.0630
H 0.06 -2.02 -1.25 0.0273
O -0.46 0.38 3.79 -0.1029
H 0.49 2.37 -1.28 0.0029
O -1.39 0.20 -1.23 -0.1080
H -0.56 0.61 -0.85 0.0108
H -1.49 -0.66 -0.76 0.0447
O 0.91 1.68 -0.75 -0.3465
H -0.81 -0.15 -3.03 -0.0032
H -0.40 -2.83 -0.14 0.0048
O -0.37 -2.87 -1.11 -0.0605
H 0.93 3.64 1.34 0.0118
H -0.12 -2.52 2.43 0.0233
O -1.45 -0.21 -3.77 -0.1236
H -1.61 -2.69 2.29 0.0417
H -0.22 -0.25 3.08 -0.0166
O 0.93 -0.36 1.61 -0.0459
H 0.29 -0.13 0.93 0.0291
H 0.00 1.15 3.42 0.0068
O 1.78 0.36 -2.57 -0.1992
H 2.14 0.82 -3.33 -0.0148
H 1.69 1.04 -1.73 -0.0212
O -0.80 -3.21 2.31 -0.0575
H -2.15 0.16 -3.20 0.0130
H 0.58 2.38 0.62 -0.0398
```

The calculation puts the HOMO energy at -5.966 eV. Its spin multiplicity is 1. The value obtained for the total energy is -687.41042 Eh. As for the energy relative to the best compared isomer or geometry (same formula, charge and spin): 26.2 kcal/mol. Its net charge is -1.

# H18Li3O13S

A structure of composition H18Li3O13S at a distorted geometry (ωB97M-V with the def2-TZVPD basis set, the OMol25 dataset).

XYZ file:
```
35
Properties=species:S:1:pos:R:3:lowdin_charge:R:1
Li 4.04 2.14 2.32 0.9005
Li 1.14 4.65 -0.90 0.9177
Li 4.81 0.00 -2.45 0.9339
S 0.88 0.72 -0.22 0.0420
O 1.33 1.73 0.67 -0.4831
O -0.01 -0.28 0.42 -0.3993
O 0.15 1.49 -1.23 -0.4468
O 1.99 -0.01 -0.71 -0.4423
O 2.44 -3.91 -1.67 -0.0443
H 3.14 -4.21 -1.10 0.0262
H 2.36 -2.97 -1.48 0.0107
O -2.50 -2.44 -1.92 -0.0519
H -1.64 -2.87 -1.94 0.0253
H -2.37 -1.67 -1.36 0.0188
O -0.86 2.11 3.74 -0.0539
H -0.35 2.61 3.11 0.0072
H -1.16 1.34 3.25 0.0335
O -0.04 1.05 -5.30 -0.0602
H -0.79 0.49 -5.48 0.0380
H 0.03 1.06 -4.34 0.0132
O 1.22 -3.23 3.06 -0.0567
H 0.71 -3.47 3.83 0.0324
H 0.60 -2.80 2.47 0.0269
O -3.62 1.48 -0.31 -0.0481
H -3.63 2.27 0.23 0.0210
H -2.74 1.48 -0.71 0.0119
O -2.81 4.38 -3.92 -0.0402
H -1.88 4.27 -3.74 0.0137
H -3.19 4.66 -3.08 0.0277
O 4.56 -0.76 3.03 -0.0549
H 3.96 -1.44 2.73 0.0444
H 5.43 -1.14 2.89 0.0363
O -3.61 -2.55 3.58 -0.0545
H -3.26 -2.20 2.76 0.0255
H -4.33 -1.96 3.80 0.0292
```

The calculation puts the HOMO energy at -9.924 eV. Its spin multiplicity is 1. The value obtained for the total energy is -1409.37679 Eh. As for the energy relative to the best compared isomer or geometry (same formula, charge and spin): 182.7 kcal/mol. Its net charge is +1.

# H18Na5O13S

A structure of composition H18Na5O13S at a distorted geometry (ωB97M-V with the def2-TZVPD basis set, the OMol25 dataset).

XYZ file:
```
37
Properties=species:S:1:pos:R:3:lowdin_charge:R:1
Na 19.71 -16.37 -8.58 0.9009
Na 17.67 -19.63 -5.01 0.9578
Na 21.03 -10.30 -5.13 0.9301
Na 23.05 -15.60 -5.04 0.8753
Na 21.89 -12.54 -0.24 0.9518
S 17.86 -13.84 -4.15 0.0322
O 18.78 -12.95 -3.55 -0.4368
O 17.25 -13.22 -5.30 -0.3948
O 18.59 -15.02 -4.60 -0.4711
O 16.86 -14.21 -3.12 -0.3725
O 17.80 -14.26 1.08 -0.0491
H 17.31 -14.17 0.26 0.0312
H 18.13 -15.16 1.07 0.0221
O 19.06 -9.54 -0.11 -0.0590
H 18.54 -9.96 -0.80 0.0274
H 18.45 -9.43 0.62 0.0469
O 14.50 -15.30 -7.57 -0.0352
H 14.98 -16.11 -7.75 0.0084
H 15.11 -14.76 -7.07 0.0219
O 15.65 -11.06 -8.94 -0.0429
H 15.61 -11.72 -9.64 0.0276
H 16.12 -11.49 -8.23 0.0143
O 14.53 -17.99 -2.85 -0.0603
H 14.77 -17.06 -2.89 0.0264
H 13.60 -17.99 -2.63 0.0427
O 12.77 -12.90 -2.79 -0.0481
H 12.07 -13.53 -2.92 0.0315
H 13.58 -13.40 -2.89 0.0177
O 19.79 -17.46 -1.46 -0.0352
H 19.63 -17.04 -2.30 0.0114
H 20.59 -17.06 -1.13 0.0222
O 14.20 -9.42 -0.84 -0.0554
H 13.54 -8.83 -1.20 0.0338
H 14.08 -10.24 -1.30 0.0193
O 17.12 -8.80 -4.55 -0.0574
H 16.90 -9.71 -4.76 0.0248
H 16.37 -8.49 -4.04 0.0400
```

The calculation puts the HOMO energy at -13.355 eV. Its spin multiplicity is 1. The value obtained for the total energy is -2197.60488 Eh. Its net charge is +3.